Formula: C25H33BrMnN7O2S2
Source: OMol25
Level of theory: ωB97M-V/def2-TZVPD

Structure (ORCA input):
```
! wB97M-V def2-TZVPD RIJCOSX def2/J DEFGRID3
* xyz -1 6
Mn 1.21 1.16 -1.91
N 3.16 2.21 -5.84
C 2.45 2.08 -4.66
S 2.79 0.65 -3.75
N 1.64 3.07 -4.42
N 0.97 2.98 -3.22
C 0.11 3.91 -3.04
C -0.78 4.08 -1.90
C -1.78 5.06 -2.03
C -2.72 5.29 -1.05
C -2.64 4.53 0.13
C -1.67 3.57 0.29
C -0.70 3.30 -0.71
O 0.17 2.36 -0.52
H 3.49 1.35 -6.24
H 2.75 2.87 -6.49
H 0.00 4.66 -3.84
H -1.81 5.63 -2.95
H -3.48 6.05 -1.17
H -3.36 4.70 0.92
H -1.60 2.99 1.20
C -4.12 1.05 -1.27
C -3.67 0.06 -2.28
N -4.38 -0.88 -2.81
N -3.51 -1.53 -3.64
C -2.26 -1.03 -3.64
S -0.94 -1.51 -4.52
N -2.38 0.00 -2.74
N -1.33 0.83 -2.35
H -5.18 0.93 -1.11
H -3.91 2.07 -1.60
H -3.60 0.90 -0.32
H -3.81 -2.30 -4.20
H -1.41 0.99 -1.34
H -1.41 1.72 -2.82
C 1.62 -1.84 5.46
C 2.74 -2.14 4.45
C 2.99 -3.66 4.42
C 4.01 -1.46 4.94
C 2.32 -1.66 3.06
C 3.03 -0.70 2.35
C 2.60 -0.32 1.09
Br 3.61 0.99 0.16
C 1.46 -0.84 0.45
O 1.11 -0.49 -0.75
C 0.72 -1.80 1.21
C 1.17 -2.18 2.46
C -0.59 -2.35 0.62
C -1.24 -3.41 1.52
C -1.58 -1.19 0.49
C -0.35 -2.99 -0.75
H 1.90 -2.19 6.46
H 0.69 -2.34 5.18
H 1.43 -0.77 5.51
H 3.29 -4.02 5.40
H 3.77 -3.90 3.70
H 2.09 -4.20 4.12
H 4.27 -1.83 5.93
H 3.89 -0.38 5.01
H 4.86 -1.66 4.27
H 3.92 -0.24 2.75
H 0.61 -2.92 3.01
H -1.50 -3.02 2.50
H -0.59 -4.28 1.65
H -2.16 -3.76 1.05
H -1.89 -0.83 1.48
H -2.47 -1.51 -0.06
H -1.10 -0.36 -0.03
H 0.35 -3.82 -0.66
H 0.05 -2.28 -1.47
H -1.30 -3.39 -1.14
*
```

Output
Kohn-Sham gap (spin up / spin down): 7.14 / 7.33 eV
Highest occupied orbital energy (spin up / spin down): -4.567 / -4.757 eV
Lowest unoccupied orbital energy (spin up / spin down): 2.57 / 2.57 eV
ΔE to the lowest compared entry with this formula, charge and spin: 13.02 kJ/mol

---

Formula: C4H9N3O
Source: OMol25
Level of theory: ωB97M-V/def2-TZVPD

Structure (ORCA input):
```
! wB97M-V def2-TZVPD RIJCOSX def2/J DEFGRID3
* xyz 0 1
C 2.78 0.75 0.83
C 1.36 1.27 0.94
N 0.94 1.96 -0.22
O 0.76 1.37 1.99
H 3.36 1.32 0.11
H 2.72 -0.29 0.50
H 3.26 0.77 1.80
H -0.01 2.30 -0.23
H 1.38 1.79 -1.10
C -2.78 -1.95 -0.85
N -1.98 -0.76 -0.62
C -0.75 -0.88 -0.19
N 0.40 -0.87 -0.02
H -2.17 -2.68 -1.38
H -3.64 -1.70 -1.46
H -3.13 -2.40 0.09
H -2.49 0.02 -0.19
*
```

Output
Kohn-Sham gap: 9.97 eV
Highest occupied orbital energy: -9.391 eV
Lowest unoccupied orbital energy: 0.58 eV
ΔE to the lowest compared entry with this formula, charge and spin: 117.51 kJ/mol

---

Formula: C45H48BN12SSn
Source: OMol25
Level of theory: ωB97M-V/def2-TZVPD

Structure (ORCA input):
```
! wB97M-V def2-TZVPD RIJCOSX def2/J DEFGRID3
* xyz 1 1
Sn -0.50 -0.51 -0.26
N -2.84 -2.19 -4.03
C -2.42 -1.46 -2.97
S -1.90 -2.38 -1.59
N -2.49 -0.16 -3.11
N -1.97 0.59 -2.11
C -2.38 1.81 -1.99
C -3.42 2.45 -2.83
C -3.41 2.37 -4.22
C -4.45 2.91 -4.96
C -5.52 3.52 -4.32
C -5.53 3.61 -2.93
C -4.49 3.09 -2.19
C -1.81 2.57 -0.85
C -1.74 3.96 -0.87
C -1.18 4.62 0.21
C -0.72 3.89 1.30
C -0.83 2.51 1.24
N -1.34 1.87 0.20
H -3.02 -3.17 -3.89
H -3.37 -1.71 -4.74
H -2.58 1.89 -4.71
H -4.43 2.85 -6.04
H -6.34 3.92 -4.90
H -6.36 4.09 -2.43
H -4.51 3.14 -1.11
H -2.11 4.51 -1.72
H -1.09 5.70 0.20
H -0.28 4.37 2.16
H -0.49 1.89 2.07
C 1.45 -3.73 4.51
C 1.76 -3.59 3.06
C 2.33 -4.53 2.25
C 2.37 -3.96 0.97
N 1.85 -2.71 1.01
N 1.49 -2.49 2.31
B 0.98 -1.21 3.04
N -0.58 -0.97 2.97
N -1.40 -0.71 1.89
C -2.64 -0.49 2.36
C -2.63 -0.64 3.75
C -1.33 -0.94 4.09
C -0.84 -1.19 5.48
C -3.84 -0.14 1.57
C -5.00 0.26 2.23
C -6.15 0.56 1.52
C -6.17 0.49 0.13
C -5.01 0.11 -0.54
C -3.87 -0.21 0.18
N 1.74 0.12 2.75
N 2.02 0.63 1.53
C 2.72 1.75 1.73
C 2.93 1.95 3.10
C 2.29 0.91 3.72
C 2.18 0.68 5.19
C 3.12 2.66 0.64
C 2.35 2.79 -0.52
C 2.67 3.72 -1.49
C 3.77 4.55 -1.32
C 4.55 4.43 -0.18
C 4.23 3.49 0.79
C 2.87 -4.65 -0.23
C 2.52 -4.26 -1.52
C 2.91 -5.00 -2.63
C 3.67 -6.14 -2.47
C 4.04 -6.54 -1.19
C 3.65 -5.80 -0.09
H 1.73 -4.74 4.83
H 2.00 -3.01 5.12
H 0.39 -3.60 4.70
H 2.66 -5.51 2.54
H 1.19 -1.43 4.19
H -3.46 -0.55 4.43
H -1.68 -1.13 6.16
H -0.38 -2.17 5.58
H -0.10 -0.45 5.78
H -5.01 0.35 3.31
H -7.05 0.85 2.06
H -7.07 0.72 -0.42
H -5.01 0.04 -1.62
H -3.01 -0.55 -0.36
H 3.46 2.76 3.58
H 2.76 1.44 5.71
H 1.15 0.76 5.53
H 2.56 -0.30 5.47
H 1.45 2.18 -0.62
H 2.04 3.82 -2.37
H 4.01 5.30 -2.07
H 5.40 5.09 -0.03
H 4.84 3.40 1.68
H 1.84 -3.44 -1.64
H 2.57 -4.70 -3.61
H 3.96 -6.73 -3.33
H 4.62 -7.44 -1.06
H 3.95 -6.13 0.90
N 3.96 -0.99 -4.16
C 2.98 0.08 -4.29
C 1.90 -0.09 -3.19
N 2.59 -0.44 -1.91
H 4.82 -0.79 -4.65
H 3.60 -1.87 -4.53
H 3.46 -0.90 -2.28
H 2.49 0.10 -5.27
H 3.49 1.03 -4.15
H 1.23 -0.89 -3.46
H 1.34 0.83 -3.07
H 2.78 0.39 -1.35
H 2.06 -1.09 -1.33
*
```

Output
Kohn-Sham gap: 7.41 eV
Highest occupied orbital energy: -10.049 eV
Lowest unoccupied orbital energy: -2.64 eV
ΔE to the lowest compared entry with this formula, charge and spin: 28.69 kJ/mol

---

Formula: C3H8O2S2
Source: OMol25
Level of theory: ωB97M-V/def2-TZVPD

Structure (ORCA input):
```
! wB97M-V def2-TZVPD RIJCOSX def2/J DEFGRID3
* xyz 0 1
C 1.12 -1.15 0.60
C 1.02 0.17 -0.24
C 0.00 1.18 0.35
O 0.53 -0.21 -1.51
O 0.57 1.91 1.34
S -1.62 1.03 -0.02
S -2.89 -1.07 0.23
H 1.77 -0.88 1.37
H 0.13 -1.42 0.98
H 1.41 -1.87 -0.23
H 2.01 0.55 -0.41
H 1.22 0.05 -2.20
H -0.12 2.40 1.79
H -1.56 0.36 -1.16
H -3.57 -1.05 -0.90
*
```

Output
Kohn-Sham gap (spin up / spin down): 7.32 / 7.32 eV
Highest occupied orbital energy (spin up / spin down): -7.272 / -7.272 eV
Lowest unoccupied orbital energy (spin up / spin down): 0.04 / 0.04 eV
ΔE to the lowest compared entry with this formula, charge and spin: 389.87 kJ/mol

---

Formula: C23H58FN5O8
Source: OMol25
Level of theory: ωB97M-V/def2-TZVPD

Structure (ORCA input):
```
! wB97M-V def2-TZVPD RIJCOSX def2/J DEFGRID3
* xyz 1 2
C 5.39 0.53 -3.25
C 4.46 1.19 -2.20
C 3.29 0.29 -1.85
O 2.08 0.88 -1.43
C 1.62 1.99 -2.30
N 5.30 1.54 -1.00
H 5.96 -0.31 -2.86
H 6.19 1.21 -3.53
H 4.80 0.37 -4.15
H 4.06 2.18 -2.40
H 3.69 -0.35 -1.06
H 3.01 -0.24 -2.76
H 0.54 2.00 -2.22
H 1.78 1.70 -3.34
H 2.08 2.94 -2.01
H 4.74 1.87 -0.23
H 5.64 0.66 -0.64
C -3.81 0.79 -1.85
C -2.28 0.54 -1.82
C -1.68 0.84 -3.27
O -2.29 0.26 -4.41
C -2.15 -1.15 -4.67
N -1.78 1.46 -0.88
H -4.35 0.56 -2.77
H -4.15 1.74 -1.45
H -4.16 0.16 -1.02
H -2.10 -0.52 -1.62
H -0.64 0.52 -3.30
H -1.59 1.93 -3.27
H -1.08 -1.28 -4.84
H -2.65 -1.46 -5.59
H -2.55 -1.69 -3.81
H -2.10 2.35 -1.22
H -2.17 1.26 0.03
C 0.75 -4.36 -2.34
C 0.23 -2.83 -2.39
C 0.65 -2.21 -1.01
O 0.29 -2.93 0.21
C -1.12 -3.06 0.38
N 0.84 -2.14 -3.51
H 0.70 -4.97 -1.44
H 1.82 -4.35 -2.58
H 0.23 -5.02 -3.03
H -0.84 -2.96 -2.49
H 0.43 -1.18 -0.74
H 1.74 -2.19 -1.08
H -1.50 -3.66 -0.44
H -1.67 -2.15 0.16
H -1.33 -3.54 1.33
H 0.58 -2.45 -4.43
H 0.57 -1.17 -3.40
C 1.29 4.19 2.30
C 1.19 4.62 0.80
C -0.22 4.58 0.30
O -1.30 5.40 0.87
C -2.55 5.00 0.46
N 1.67 5.95 0.81
H 0.63 4.80 2.92
H 2.35 4.26 2.56
H 0.99 3.15 2.44
H 1.79 3.89 0.26
H -0.57 3.56 0.17
H -0.11 4.89 -0.74
H -2.75 5.28 -0.57
H -3.32 5.55 1.00
H -2.87 3.99 0.73
H 2.11 6.32 1.64
H 0.81 6.49 0.79
C -1.78 -4.72 4.24
C -1.36 -3.29 4.39
C -2.47 -2.24 4.13
O -2.95 -2.26 2.74
C -4.42 -2.30 2.58
N -0.84 -3.07 5.76
H -2.65 -4.89 4.87
H -1.00 -5.39 4.61
H -2.03 -5.02 3.23
H -0.60 -3.10 3.64
H -2.07 -1.24 4.23
H -3.23 -2.41 4.88
H -4.51 -2.31 1.49
H -4.92 -1.49 3.11
H -4.72 -3.20 3.11
H 0.05 -2.60 5.86
H -0.61 -3.91 6.27
C 0.80 -0.01 1.78
C 2.31 -0.30 1.72
O 2.46 -0.93 3.00
C 1.47 -0.42 3.87
O 1.65 -0.38 5.07
O 0.57 0.22 3.17
F 2.98 0.82 1.59
H 0.14 -0.85 1.55
H 0.44 0.84 1.21
H 2.64 -1.01 0.96
*
```

Output
Kohn-Sham gap (spin up / spin down): 8.27 / 2.13 eV
Highest occupied orbital energy (spin up / spin down): -10.804 / -10.804 eV
Lowest unoccupied orbital energy (spin up / spin down): -2.54 / -8.68 eV

---

Formula: C3H3Cl2F
Source: OMol25
Level of theory: ωB97M-V/def2-TZVPD

Structure (ORCA input):
```
! wB97M-V def2-TZVPD RIJCOSX def2/J DEFGRID3
* xyz 0 1
F 1.35 -1.43 -0.42
C 0.17 -0.78 -0.47
C 0.14 0.70 -0.42
Cl -1.22 1.58 -1.08
C -0.10 0.03 0.79
Cl -1.59 0.01 1.67
H -0.67 -1.39 -0.90
H 1.15 1.22 -0.60
H 0.77 0.06 1.44
*
```

Output
Kohn-Sham gap: 10.92 eV
Highest occupied orbital energy: -10.135 eV
Lowest unoccupied orbital energy: 0.79 eV
ΔE to the lowest compared entry with this formula, charge and spin: 83.49 kJ/mol

---

Number 1: E_tot -164024.58510 eV. Number 2: E_tot -10811.24386 eV. Number 3: E_tot -82666.82096 eV. Number 4: E_tot -29002.80774 eV. Number 5: E_tot -51324.61862 eV. Number 6: E_tot -30920.44952 eV.